(1)
{
  "formula": "C6H30NO9",
  "method": "ωB97M-V/def2-TZVPD",
  "homo_energy_ev": -5.437,
  "lumo_energy_ev": 2.84,
  "largest_force_ev_per_a": 6.22,
  "relative_energy_kcal_mol": 127.1,
  "charge": -1,
  "elements": ["C", "C", "C", "N", "C", "C", "C", "O", "H", "H", "H", "H", "H", "H", "H", "H", "H", "H", "H", "H", "H", "H", "H", "H", "O", "H", "H", "O", "H", "H", "O", "H", "H", "O", "H", "H", "O", "H", "H", "O", "H", "H", "O", "H", "H", "O"],
  "xyz": [[-1.22153, -0.74046, 1.05831], [-2.52436, -1.33372, 1.47225], [-1.31665, 0.72188, 0.55786], [-0.60654, 0.87151, -0.73648], [-0.60865, 2.28340, -1.20723], [0.84775, 0.59510, -0.53942], [1.74308, 0.56339, -1.66704], [2.22386, 2.01439, -1.84318], [-0.47311, -0.93733, 2.00898], [-0.66037, -1.42402, 0.32284], [-2.91440, -0.94010, 2.39239], [-3.50842, -1.22028, 0.83276], [-2.44429, -2.44447, 1.71270], [-1.19570, 1.49391, 1.37399], [-2.41916, 0.84939, 0.32053], [-1.60601, 2.52290, -1.67647], [0.17453, 2.47301, -1.97160], [-0.43404, 2.87598, -0.25296], [0.79088, -0.45134, 0.01318], [1.49370, 1.14949, 0.26801], [1.28823, 0.34724, -2.60846], [2.67924, -0.07905, -1.57726], [1.55827, -0.94215, 2.67495], [1.69084, -2.02332, 1.63306], [1.44803, -1.83460, 2.58098], [0.07887, 2.89868, 3.17058], [1.06555, 2.92234, 1.50826], [0.04691, 2.17507, 2.58297], [-0.59480, -2.94748, -2.44641], [-0.21716, -1.52245, -2.44965], [0.13701, -2.43727, -2.55289], [1.19489, 1.35108, 2.57542], [2.82174, 1.27220, 2.67352], [2.01658, 0.65357, 2.69935], [-2.58906, -2.69296, -1.36828], [-1.19378, -3.17923, -0.90325], [-2.08944, -3.51355, -1.30239], [1.40397, -2.69389, -1.20364], [2.48717, -3.33904, -0.60491], [2.15058, -2.52517, -0.63016], [1.37636, 4.40948, 1.28044], [2.01333, 2.63144, -1.12137], [1.65792, 3.56736, 0.97283], [-1.88717, -0.15489, -1.92225], [-1.75739, -0.44960, -3.41195], [-2.12721, -0.81643, -2.68892]],
  "forces_ev_per_a": [[2.854, -1.016, 1.391], [-2.792, -2.036, -0.154], [-2.257, -0.444, -0.024], [2.012, 1.359, -0.241], [-1.456, 0.521, 0.686], [-0.232, -3.729, 4.970], [2.587, 2.618, -0.981], [0.469, -1.346, -1.042], [-1.853, 1.024, -2.271], [-1.217, 0.988, 0.520], [0.236, 0.605, 0.751], [2.168, -0.144, 0.277], [0.046, 1.224, -0.536], [0.941, -0.812, -1.008], [0.868, -0.095, -0.210], [0.754, -0.045, 0.643], [-0.655, -0.239, 0.685], [-0.174, 0.024, -1.508], [0.750, 1.882, -1.448], [-1.980, -0.291, -1.041], [-0.459, -0.287, -0.774], [-1.399, 0.813, 0.322], [0.938, 4.227, 0.474], [-0.326, 0.338, 1.402], [-0.345, -5.298, -1.898], [0.109, 1.107, 1.301], [0.116, 0.555, -0.176], [0.163, -0.619, -1.339], [-3.631, -2.459, 0.018], [0.269, -0.886, -0.064], [3.597, 3.151, -0.334], [0.352, -0.693, 0.813], [-1.780, -1.604, 0.038], [1.520, 2.673, -0.353], [-0.091, 0.180, -0.130], [-2.669, -0.957, -0.605], [2.543, 0.605, 1.167], [-0.881, 0.720, -0.760], [2.763, -5.059, 0.622], [-1.721, 4.358, 0.222], [-0.316, 1.104, 0.320], [-0.087, -0.888, 0.358], [0.151, -1.489, -0.221], [-0.040, -1.312, -1.532], [1.812, 1.988, -3.925], [-1.658, -0.317, 5.592]]
}

(2)
{
  "formula": "CAuF3",
  "method": "ωB97M-V/def2-TZVPD",
  "homo_energy_ev": [-14.731, -19.190],
  "lumo_energy_ev": [-7.89, -11.22],
  "spin_multiplicity": 4,
  "largest_force_ev_per_a": 7.77,
  "relative_energy_kcal_mol": 28.4,
  "charge": 1,
  "elements": ["C", "F", "F", "Au", "F"],
  "xyz": [[0.29991, 0.05414, 0.03149], [0.10703, -1.22832, -0.10733], [1.36014, 0.07519, 0.80185], [-0.53990, 1.95109, -0.44243], [-1.32362, 0.30419, -0.99551]],
  "forces_ev_per_a": [[4.643, -5.482, 2.967], [-0.750, 2.483, -0.533], [-1.339, 1.461, -0.902], [0.800, 3.876, 0.647], [-3.355, -2.338, -2.179]]
}

(3)
{
  "formula": "C5H11N2O",
  "method": "ωB97M-V/def2-TZVPD",
  "homo_energy_ev": -12.920,
  "lumo_energy_ev": -7.88,
  "largest_force_ev_per_a": 2.58,
  "relative_energy_kcal_mol": 139.7,
  "charge": 1,
  "elements": ["O", "C", "C", "C", "C", "C", "N", "N", "H", "H", "H", "H", "H", "H", "H", "H", "H", "H", "H"],
  "xyz": [[0.68895, -2.58652, -2.21813], [1.60763, -2.03279, -1.70101], [1.42345, -1.15409, -0.47609], [-0.08008, -0.98970, -0.21103], [-0.37234, -0.21436, 1.04107], [0.43164, 0.75813, 1.39037], [-1.41546, 4.92691, 0.31884], [-1.56932, -0.39869, 1.69549], [2.63342, -2.11296, -2.09194], [1.89371, -1.68139, 0.35961], [1.94251, -0.20289, -0.61748], [-0.52221, -0.52903, -1.09649], [-0.53233, -1.97404, -0.09157], [0.70332, 1.37591, 2.24536], [-2.23218, 5.37859, -0.08179], [-1.24751, 5.33066, 1.22699], [-0.64546, 5.19085, -0.27950], [-2.35756, -0.27397, 1.06023], [-1.68691, 0.24848, 2.47329]],
  "forces_ev_per_a": [[-0.457, -0.256, -0.201], [0.517, 0.445, 0.008], [-0.338, -0.202, 0.341], [0.434, -0.791, 0.163], [0.865, -0.629, -1.812], [-1.978, 0.789, 1.451], [-0.140, -0.273, -0.283], [0.012, 1.488, -0.019], [0.084, -0.091, 0.039], [0.153, 0.074, 0.009], [0.063, 0.061, -0.074], [-0.296, 0.248, 0.257], [-0.043, -0.034, -0.080], [1.238, -0.279, -0.385], [0.009, -0.063, 0.196], [-0.020, 0.222, 0.119], [0.177, 0.046, 0.004], [-0.102, -0.435, -0.001], [-0.180, -0.323, 0.267]]
}

(4)
{
  "formula": "C26H75N3O10",
  "method": "ωB97M-V/def2-TZVPD",
  "smiles": "COC[C@H](C)N.COC[C@H](C)N.COC[C@H](C)N.CCO.CCO.CCO.CCO.CCO.CCO.CCO",
  "homo_energy_ev": -9.098,
  "lumo_energy_ev": 0.13,
  "largest_force_ev_per_a": 4.44,
  "relative_energy_kcal_mol": 103.9,
  "charge": 0,
  "elements": ["C", "C", "O", "H", "H", "H", "H", "H", "H", "C", "C", "O", "H", "H", "H", "H", "H", "H", "C", "C", "O", "H", "H", "H", "H", "H", "H", "C", "C", "O", "H", "H", "H", "H", "H", "H", "C", "C", "O", "H", "H", "H", "H", "H", "H", "C", "C", "O", "H", "H", "H", "H", "H", "H", "C", "C", "O", "H", "H", "H", "H", "H", "H", "C", "C", "C", "O", "C", "N", "H", "H", "H", "H", "H", "H", "H", "H", "H", "H", "H", "C", "C", "C", "O", "C", "N", "H", "H", "H", "H", "H", "H", "H", "H", "H", "H", "H", "C", "C", "C", "O", "C", "N", "H", "H", "H", "H", "H", "H", "H", "H", "H", "H", "H"],
  "xyz": [[-2.94905, 2.38482, 1.13645], [-2.50023, 3.56053, 1.97957], [-3.57179, 4.48130, 2.26137], [-2.17075, 1.63139, 1.01518], [-3.13916, 2.80131, 0.14726], [-3.86608, 1.85653, 1.39733], [-1.71342, 4.18137, 1.55108], [-2.12884, 3.24789, 2.95550], [-4.33546, 4.19182, 1.75678], [-1.18949, 0.54728, 4.53234], [-2.57672, 0.43310, 5.18572], [-2.79809, -0.85893, 5.42880], [-0.35689, 0.03060, 5.00972], [-0.80141, 1.56537, 4.56413], [-1.26794, 0.03287, 3.57458], [-3.34748, 0.84484, 4.53419], [-2.70705, 0.88887, 6.16725], [-2.27935, -1.02337, 6.21966], [1.54398, -5.13134, 0.18928], [1.34239, -5.56946, -1.24154], [1.64310, -4.59162, -2.15772], [2.58776, -5.38197, 0.37849], [0.93110, -5.68529, 0.90035], [1.32121, -4.07781, 0.35823], [0.27144, -5.72937, -1.36638], [1.75323, -6.57565, -1.32440], [2.59940, -4.50909, -2.17407], [4.94921, 1.33850, -1.14736], [3.66118, 1.32180, -0.42613], [4.12985, 1.32995, 0.90855], [5.30973, 2.36451, -1.22102], [4.50093, 0.98266, -2.07501], [5.73846, 0.70142, -0.74823], [3.01309, 0.45084, -0.52366], [3.10662, 2.23699, -0.63342], [3.67006, 0.63017, 1.37816], [-0.05060, -4.06683, 3.11429], [-0.68935, -3.59705, 4.41494], [0.11601, -2.58188, 4.96701], [1.03803, -4.09201, 3.06569], [-0.45881, -3.50037, 2.27728], [-0.34487, -5.10016, 2.93063], [-0.76151, -4.45834, 5.07907], [-1.72849, -3.27018, 4.37681], [-0.32746, -2.50568, 5.81502], [2.43005, -0.53190, -4.05323], [2.14060, 0.77142, -4.74372], [3.27920, 1.57348, -4.79939], [2.39824, -0.45475, -2.96643], [3.45650, -0.77483, -4.32799], [1.73967, -1.31247, -4.37288], [1.29927, 1.13263, -4.15229], [1.76071, 0.77200, -5.76537], [3.00316, 2.45973, -5.04425], [-6.15620, -1.63049, 3.00259], [-4.75707, -2.16306, 2.70816], [-4.02848, -1.08955, 2.15360], [-6.65167, -1.45970, 2.04685], [-6.22657, -0.61217, 3.38492], [-6.73598, -2.37885, 3.54289], [-4.68209, -3.00873, 2.02455], [-4.19286, -2.37948, 3.61532], [-3.20498, -1.08071, 2.64693], [-0.32637, 6.89335, -5.34824], [-1.71124, 6.06443, -5.18155], [-1.62905, 4.54102, -4.95570], [-0.96070, 3.99721, -6.08036], [-1.23183, 2.56387, -6.20656], [-2.73694, 6.70523, -4.40515], [-0.60797, 7.90786, -5.63035], [0.23194, 6.33431, -6.09916], [0.18024, 7.08505, -4.40237], [-2.10356, 6.18604, -6.19120], [-2.60964, 4.06590, -4.92709], [-1.07116, 4.35760, -4.03744], [-0.67800, 1.94787, -5.49810], [-1.06417, 2.25177, -7.23737], [-2.24492, 2.20264, -6.02970], [-2.84582, 7.68464, -4.62647], [-2.50945, 6.73838, -3.42166], [-1.42143, -1.24603, 0.12884], [-0.57236, -0.86338, -1.08807], [-0.21876, 0.65618, -1.26537], [-1.28554, 1.48459, -1.70150], [-1.88995, 1.12763, -2.92439], [0.64330, -1.52120, -0.93042], [-1.64750, -2.30271, 0.27177], [-2.40699, -0.78138, 0.09912], [-0.93105, -0.96126, 1.05971], [-1.01364, -1.18367, -2.03188], [0.57342, 0.79092, -2.00185], [0.16279, 1.00906, -0.30725], [-2.30898, 2.03421, -3.36101], [-2.80520, 0.54991, -2.79537], [-1.28241, 0.71534, -3.73000], [0.54048, -2.51008, -1.10834], [0.74759, -1.47370, 0.07305], [4.24686, -3.96341, 2.90103], [3.86470, -2.76421, 2.04806], [3.07308, -1.65147, 2.94705], [2.62355, -0.77945, 1.96690], [1.80806, 0.27685, 2.44769], [5.15032, -2.34342, 1.46101], [4.77803, -4.67586, 2.26987], [3.33400, -4.31058, 3.38505], [5.01962, -3.77266, 3.64571], [3.29777, -3.09415, 1.17751], [3.83244, -1.06339, 3.46244], [2.30996, -2.15775, 3.53815], [2.27129, 0.78689, 3.29231], [0.89217, -0.11561, 2.88955], [1.46581, 0.88131, 1.60770], [5.90103, -2.52204, 2.11265], [5.12821, -1.34552, 1.30674]],
  "forces_ev_per_a": [[0.347, 0.465, -1.006], [-0.596, 0.275, 1.152], [-0.060, -0.253, -0.147], [0.092, 0.085, 0.027], [0.052, -0.238, -0.320], [0.024, 0.218, 0.730], [0.176, -0.454, -0.499], [0.067, -0.228, 0.107], [-0.093, 0.075, -0.003], [0.055, 0.638, 0.538], [1.309, 2.805, -0.158], [-1.122, -4.259, 0.561], [-0.469, -0.535, 0.690], [-0.344, 0.276, -0.965], [0.139, 0.657, -0.412], [0.016, -0.060, -0.155], [0.445, 1.211, -0.169], [-0.163, -0.652, -0.013], [0.650, -0.267, 0.270], [-2.811, -0.746, 1.484], [1.074, 0.312, -0.979], [0.162, 0.552, 0.707], [0.018, -0.263, -0.142], [0.221, 0.030, -0.183], [-0.226, -0.101, -0.186], [0.650, 0.091, -0.739], [0.217, 0.373, -0.222], [-0.802, -0.117, -2.299], [0.794, 0.173, 2.290], [-0.621, 0.383, 1.896], [0.075, -0.141, -0.196], [1.516, 0.098, -1.253], [-0.446, -0.181, -0.058], [0.083, -0.161, -0.678], [-0.325, 0.011, -0.115], [0.095, -0.069, 0.159], [-1.199, -0.325, -0.509], [0.555, -1.127, -0.494], [-0.319, 0.039, 0.665], [-0.070, 0.435, 0.440], [0.342, 0.167, -0.157], [-0.164, -0.087, -0.035], [0.409, -0.176, 0.381], [-0.117, 0.267, -0.817], [0.577, 0.783, 0.471], [0.924, -0.300, -0.652], [-1.425, -0.083, -0.039], [0.673, 0.645, 0.795], [-0.140, 0.126, -0.044], [0.015, -0.565, -0.007], [0.088, -0.059, 0.045], [-0.045, 1.149, 0.146], [-0.235, -1.042, -0.192], [0.115, 0.121, -0.030], [-0.355, -0.695, -1.184], [0.209, 1.030, 0.964], [0.777, 0.702, -0.617], [-0.156, -0.450, -0.310], [0.631, -0.340, 0.860], [-0.152, 0.319, 0.233], [-0.572, -0.206, 0.071], [-0.556, -0.682, 0.375], [0.181, 0.343, -0.263], [-1.865, -1.129, 1.012], [0.711, 1.209, -1.733], [0.457, 1.051, -0.260], [-0.486, -2.100, -0.175], [0.290, 0.475, -0.218], [-0.316, 0.033, 1.382], [-0.034, -0.154, -0.695], [0.424, 0.496, 0.158], [0.375, -0.697, 0.084], [-0.006, -0.476, -0.325], [-0.281, 0.453, 0.417], [0.032, -0.376, 0.282], [0.675, 0.275, -0.107], [0.594, 0.253, 0.086], [-0.665, 0.965, 0.205], [0.039, 0.038, -0.521], [0.101, -0.303, 0.350], [-1.527, 1.002, -0.316], [-1.454, 1.091, -0.513], [-0.813, -0.785, -0.236], [-0.069, -0.082, 0.296], [-1.067, 0.874, -0.230], [2.492, -1.085, 0.456], [0.350, -0.283, -0.633], [-0.075, 0.243, 0.223], [0.192, 0.412, 0.074], [-0.395, -0.072, 0.023], [0.330, -0.580, 0.027], [-0.206, 0.418, 0.059], [0.268, 0.423, 0.108], [0.223, -0.735, 0.263], [0.555, -0.383, 0.448], [0.161, -0.237, -0.331], [1.196, -0.217, 0.309], [-0.389, -0.053, -0.170], [1.174, 0.366, 1.485], [2.434, -1.781, -2.340], [-1.572, 1.037, -0.969], [-1.023, -0.813, 0.589], [-0.535, 0.771, 0.077], [-0.671, -0.489, -0.147], [0.311, -0.729, 0.065], [-0.292, 0.648, 0.378], [-0.755, 0.225, 0.425], [0.031, -0.531, 1.080], [-0.178, 0.445, 0.199], [0.386, 0.611, -0.372], [-0.203, -0.420, -0.007], [0.602, 0.315, 0.166], [0.096, 0.113, 0.137], [0.187, 0.273, -0.374]]
}

What did the third record say?
{
  "formula": "C5H11N2O",
  "method": "ωB97M-V/def2-TZVPD",
  "homo_energy_ev": -12.920,
  "lumo_energy_ev": -7.88,
  "largest_force_ev_per_a": 2.58,
  "relative_energy_kcal_mol": 139.7,
  "charge": 1,
  "elements": ["O", "C", "C", "C", "C", "C", "N", "N", "H", "H", "H", "H", "H", "H", "H", "H", "H", "H", "H"],
  "xyz": [[0.68895, -2.58652, -2.21813], [1.60763, -2.03279, -1.70101], [1.42345, -1.15409, -0.47609], [-0.08008, -0.98970, -0.21103], [-0.37234, -0.21436, 1.04107], [0.43164, 0.75813, 1.39037], [-1.41546, 4.92691, 0.31884], [-1.56932, -0.39869, 1.69549], [2.63342, -2.11296, -2.09194], [1.89371, -1.68139, 0.35961], [1.94251, -0.20289, -0.61748], [-0.52221, -0.52903, -1.09649], [-0.53233, -1.97404, -0.09157], [0.70332, 1.37591, 2.24536], [-2.23218, 5.37859, -0.08179], [-1.24751, 5.33066, 1.22699], [-0.64546, 5.19085, -0.27950], [-2.35756, -0.27397, 1.06023], [-1.68691, 0.24848, 2.47329]],
  "forces_ev_per_a": [[-0.457, -0.256, -0.201], [0.517, 0.445, 0.008], [-0.338, -0.202, 0.341], [0.434, -0.791, 0.163], [0.865, -0.629, -1.812], [-1.978, 0.789, 1.451], [-0.140, -0.273, -0.283], [0.012, 1.488, -0.019], [0.084, -0.091, 0.039], [0.153, 0.074, 0.009], [0.063, 0.061, -0.074], [-0.296, 0.248, 0.257], [-0.043, -0.034, -0.080], [1.238, -0.279, -0.385], [0.009, -0.063, 0.196], [-0.020, 0.222, 0.119], [0.177, 0.046, 0.004], [-0.102, -0.435, -0.001], [-0.180, -0.323, 0.267]]
}